Record 1
22
Properties=species:S:1:pos:R:3 method="wB97M-V/def2-TZVPD" relative_energy_ev=1.543 largest_force_ev_per_a=2.87 molar_mass_g_mol=201.22 charge=-1
C 0.33 0.03 -3.63
C 1.39 0.25 -2.78
C -0.79 -0.50 -3.04
C 1.35 0.03 -1.36
C -0.91 -0.76 -1.65
C 0.14 -0.38 -0.77
C -1.19 -1.16 2.71
C -0.04 -0.46 0.63
O 0.50 3.60 2.37
O 1.57 1.43 3.03
O -0.67 1.86 3.72
O -1.24 -0.95 1.20
S 0.35 2.16 2.70
H 0.50 0.03 -4.68
H 2.36 0.44 -3.21
H -1.49 -0.89 -3.73
H 2.21 0.47 -0.81
H -1.78 -1.21 -1.23
H -2.17 -1.42 3.26
H -0.55 -0.43 3.17
H -0.59 -2.11 2.75
H 0.70 -0.04 1.35

---

Record 2
16
Properties=species:S:1:pos:R:3 method="wB97M-V/def2-TZVPD" relative_energy_ev=4.781 largest_force_ev_per_a=5.00 molar_mass_g_mol=101.13 charge=+1
C 0.62 1.76 -0.37
C -0.14 -0.52 -1.70
C -0.50 0.40 0.69
C -0.32 0.62 -0.70
N 0.36 1.29 1.00
N -1.28 0.33 -1.80
O 0.11 -2.55 2.00
H 1.54 1.47 -0.77
H 0.26 2.78 -0.67
H 0.58 -0.49 -2.42
H -0.35 -1.61 -1.27
H -0.87 -0.44 1.49
H 0.67 1.72 1.81
H -1.08 0.99 -2.46
H -0.31 -3.36 2.50
H 0.74 -2.38 2.69

---

Record 3
10
Properties=species:S:1:pos:R:3 method="wB97M-V/def2-TZVPD" relative_energy_ev=4.813 largest_force_ev_per_a=5.13 smiles="[H]/N=c1/cnon1S" molar_mass_g_mol=117.13 charge=0
C 1.59 -0.34 -0.10
C 0.51 0.52 0.17
H -3.12 -0.57 0.68
H 2.52 0.08 -0.68
H -0.28 2.35 0.03
N -0.59 -0.41 0.26
N 1.09 -1.61 -0.30
N 0.66 1.78 -0.01
O -0.20 -1.68 0.20
S -2.19 -0.12 -0.25

---

Record 4
112
Properties=species:S:1:pos:R:3 method="wB97M-V/def2-TZVPD" relative_energy_ev=5.046 largest_force_ev_per_a=15.17 molar_mass_g_mol=809.05 charge=+1
C 4.19 -0.79 0.25
C 4.35 0.50 1.02
O 5.44 0.97 1.38
N 3.10 1.46 1.16
H 2.37 1.48 0.32
H 2.58 1.23 2.06
C 3.52 2.84 1.60
H 3.09 -1.04 0.03
H 4.72 -1.53 0.84
H 4.68 -0.81 -0.79
H 2.64 3.57 1.49
H 3.95 3.22 0.65
H 4.10 2.92 2.62
C 0.29 0.73 6.03
C 0.92 -0.68 5.85
O 0.54 -1.66 6.48
N 2.04 -0.77 4.77
H 2.13 -1.46 4.29
H 1.87 -0.03 4.09
C 3.32 -0.28 5.28
H 1.40 1.30 6.26
H -0.35 0.91 6.97
H -0.32 1.03 5.13
H 3.72 -0.80 6.09
H 3.33 0.88 5.50
H 4.19 -0.31 4.44
C -0.85 2.75 0.62
C -1.27 1.35 0.62
O -2.41 0.97 0.37
N -0.11 0.35 0.98
H 0.43 0.50 0.19
H 0.54 0.87 1.69
C -0.47 -1.13 0.93
H -1.71 3.45 1.04
H -0.71 3.08 -0.30
H 0.05 2.79 1.24
H 0.50 -1.63 0.57
H -1.24 -1.42 0.25
H -0.73 -1.58 1.99
O 1.38 0.98 3.13
H 1.16 1.97 3.46
O 1.66 1.21 -0.93
H 1.90 1.04 -2.01
F -5.33 2.95 -0.24
C -4.25 3.85 -0.49
C -4.02 4.85 0.44
C -3.05 5.83 0.14
C -2.51 5.80 -1.14
C -2.92 4.90 -2.09
C -3.74 3.91 -1.80
H -4.52 4.84 1.34
H -2.81 6.76 0.75
H -1.71 6.41 -1.24
H -2.63 4.79 -3.27
H -4.17 3.23 -2.44
F 1.65 5.47 0.36
C 1.25 5.77 -0.89
C 0.95 7.14 -1.15
C 0.68 7.59 -2.52
C 0.64 6.67 -3.48
C 1.10 5.37 -3.20
C 1.34 4.87 -1.91
H 0.79 7.74 -0.37
H 0.35 8.63 -2.83
H 0.74 6.92 -4.57
H 1.03 4.65 -4.07
H 1.64 3.72 -1.96
C -1.97 1.01 -4.81
C -0.46 0.80 -4.91
C -0.11 0.05 -3.74
S -1.35 -1.18 -3.61
O -1.34 -1.77 -2.29
O -1.18 -2.01 -4.75
C -2.59 -0.04 -3.97
H -2.42 1.07 -5.88
H -2.10 1.99 -4.24
H 0.46 1.50 -4.90
H -0.08 0.40 -5.90
H -0.11 0.77 -2.93
H 0.86 -0.43 -3.85
H -2.55 0.17 -3.03
H -3.47 -0.49 -4.32
C 1.83 -5.92 -0.79
C 2.00 -4.57 -1.54
C 0.80 -4.28 -2.18
S 0.04 -5.83 -2.65
O 0.56 -6.11 -3.98
O -1.35 -5.87 -2.44
C 0.88 -6.81 -1.53
H 1.38 -5.58 0.06
H 2.62 -6.06 -0.26
H 2.75 -4.69 -2.44
H 2.52 -3.58 -0.98
H 0.79 -3.63 -3.07
H 0.35 -3.86 -1.19
H 1.52 -7.62 -2.07
H 0.30 -7.39 -0.84
C -1.98 -4.68 1.08
C -1.38 -5.45 2.17
C -2.24 -6.50 2.46
S -3.91 -5.86 2.26
O -4.23 -5.18 3.54
O -4.78 -6.86 1.68
C -3.52 -4.66 1.18
H -1.60 -5.10 0.33
H -1.57 -3.72 1.06
H -1.44 -4.69 2.89
H -0.47 -5.82 2.26
H -1.97 -6.88 3.27
H -2.02 -7.30 1.66
H -3.85 -3.66 1.69
H -4.11 -4.69 0.47